Here is 2 unconnected molecules or ions with the total composition C2H9NO in a non-equilibrium geometry from the OMol25 dataset. Energies are from ωB97M-V with the def2-TZVPD basis set.

XYZ file:
```
13
Properties=species:S:1:pos:R:3:forces:R:3:mulliken_charge:R:1
N -2.6341 0.1627 0.5101 0.20 -0.28 1.01 -0.5658
C -3.2115 -0.0056 1.8362 -1.39 0.93 0.10 -0.2550
O -2.1960 -0.4746 2.6891 -0.29 -0.44 -0.07 -0.5084
H -2.3391 -0.7879 0.3015 0.11 0.19 -0.61 0.2300
H -3.3597 0.4340 -0.1385 -0.04 -0.08 -0.13 0.2389
H -4.1561 -0.5873 1.7762 0.71 -0.99 0.31 0.2550
H -3.6511 0.9031 2.2633 0.63 0.69 -0.41 0.3061
H -2.5451 -0.5236 3.5880 0.07 -0.02 -0.22 0.2991
C 4.8249 0.1710 -2.6208 -0.54 0.43 1.55 -0.9328
H 3.7831 0.0839 -2.2651 0.37 -0.99 -0.44 0.2322
H 4.8466 1.2687 -2.6530 0.94 -0.35 -0.77 0.2323
H 5.4923 -0.1957 -1.8414 -0.15 0.38 0.47 0.2366
H 5.1456 -0.4488 -3.4456 -0.63 0.53 -0.80 0.2317
```
Positions in Å, forces in eV/Å.

Properties
- HOMO energy: -9.4 eV
- Max |F|: 1.69 eV Å⁻¹
- ΔE to the lowest compared entry with this formula, charge and spin: 95.42 kJ/mol
- HOMO-LUMO gap: 10.3 eV
- LUMO: 0.879 eV

***

Here is a molecular structure, C3H2Cl2O2 in a non-equilibrium geometry from the OMol25 dataset. Energies are from ωB97M-V with the def2-TZVPD basis set.

XYZ file:
```
9
Properties=species:S:1:pos:R:3:forces:R:3:mulliken_charge:R:1
C 1.3854 -0.3986 0.2241 1.31 -1.61 0.19 0.0079
C 0.4725 0.5708 -0.2252 -3.21 1.39 0.99 -0.2208
C -1.3605 0.0101 -0.3084 2.99 0.04 1.97 0.5210
O 2.3031 -0.1425 0.9990 -0.90 0.41 -0.55 -0.5085
O -0.6208 0.5008 -1.2553 2.03 0.13 -1.14 -0.2789
Cl -1.7901 -1.6486 -0.2244 0.17 -0.13 -0.38 -0.1019
Cl -2.3791 1.0123 0.5656 -0.93 0.87 0.47 -0.1135
H 1.2657 -1.4157 -0.0950 -0.23 -0.97 -0.46 0.3432
H 0.7238 1.5114 0.3197 -1.23 -0.12 -1.09 0.3515
```
Positions in Å, forces in eV/Å.

Properties
- HOMO energy (alpha / beta): -9.3 / -9.3 eV
- Max |F|: 3.64 eV Å⁻¹
- ΔE to the lowest compared entry with this formula, charge and spin: 376.90 kJ/mol
- HOMO-LUMO gap (alpha / beta): 8.5 / 8.5 eV
- LUMO (alpha / beta): -0.847 / -0.847 eV

***

Here is C4H9NO in the gas phase in a non-equilibrium geometry from the OMol25 dataset. Energies are from ωB97M-V with the def2-TZVPD basis set.

XYZ file:
```
15
Properties=species:S:1:pos:R:3:forces:R:3:mulliken_charge:R:1
C -1.8915 -0.3631 1.4497 -0.03 -1.07 -3.54 -1.0420
C -0.9109 -0.6348 0.2549 1.49 -0.79 0.54 -0.7141
C 0.3581 0.4116 0.1315 -1.32 -2.25 2.48 0.0502
N -0.0043 1.8000 0.0279 3.38 0.91 1.77 -0.5760
C 1.2709 -0.1087 -0.9841 -1.31 -2.61 3.02 -0.2169
O 1.5628 -1.2738 -1.0912 0.19 0.17 -0.12 -0.4688
H -1.2935 0.2741 2.0064 0.17 1.30 1.97 0.3672
H -2.7182 0.0882 0.9237 -0.66 0.63 0.90 0.2398
H -2.1948 -1.3217 1.8898 0.18 0.58 0.17 0.3179
H -0.5290 -1.6373 0.5574 0.69 0.82 -0.80 0.2755
H -1.3352 -0.8078 -0.7300 -0.50 0.27 -0.04 0.5344
H 0.7118 0.2504 1.2260 0.53 0.26 -2.01 0.2981
H -0.5596 1.9449 -0.7475 -1.22 0.75 -2.07 0.2310
H 0.9172 2.3930 -0.0232 -2.60 -1.30 -0.05 0.2708
H 1.5694 0.5766 -1.6809 1.01 2.32 -2.21 0.4330
```
Positions in Å, forces in eV/Å.

Properties
- HOMO energy: -9.4 eV
- Max |F|: 4.20 eV Å⁻¹
- ΔE to the lowest compared entry with this formula, charge and spin: 243.78 kJ/mol
- HOMO-LUMO gap: 10.3 eV
- LUMO: 0.858 eV

***

Among the records above, which one has the highest ΔE to the lowest compared entry with this formula, charge and spin? C3H2Cl2O2